(P)
{"formula": "C53H43Br2Cl4N2O5SeSiSn", "method": "ωB97M-V/def2-TZVPD", "charge": -1, "homo_lumo_gap_ev": 6.795, "elements": ["Sn", "Cl", "C", "C", "Cl", "C", "Cl", "C", "O", "C", "O", "C", "Cl", "Br", "C", "C", "C", "N", "C", "C", "C", "C", "C", "Br", "C", "C", "N", "H", "H", "H", "H", "H", "H", "C", "C", "C", "C", "C", "C", "Se", "C", "C", "C", "H", "H", "H", "H", "H", "H", "H", "H", "H", "H", "H", "C", "C", "C", "C", "C", "C", "C", "C", "C", "C", "O", "O", "H", "H", "H", "H", "H", "H", "H", "H", "H", "H", "H", "O", "Si", "C", "C", "C", "C", "C", "C", "C", "C", "C", "C", "C", "C", "C", "C", "C", "C", "C", "C", "H", "H", "H", "H", "H", "H", "H", "H", "H", "H", "H", "H", "H", "H", "H"], "xyz": [[0.24, 0.90, 0.35], [5.70, 5.06, 1.11], [4.69, 3.65, 1.02], [5.23, 2.39, 1.14], [6.93, 2.19, 1.38], [4.40, 1.27, 1.06], [5.05, -0.33, 1.21], [3.04, 1.40, 0.85], [2.21, 0.37, 0.73], [2.48, 2.69, 0.74], [1.18, 2.76, 0.53], [3.30, 3.80, 0.83], [2.58, 5.36, 0.68], [-5.37, -3.67, 0.23], [-3.85, -2.55, 0.27], [-3.98, -1.22, 0.61], [-2.82, -0.46, 0.61], [-1.61, -0.94, 0.34], [-1.50, -2.25, 0.09], [-2.60, -3.08, 0.01], [-0.12, -2.79, 0.01], [0.11, -4.14, -0.28], [1.40, -4.60, -0.18], [1.77, -6.42, -0.54], [2.43, -3.74, 0.17], [2.10, -2.41, 0.38], [0.85, -1.95, 0.33], [-4.93, -0.77, 0.86], [-2.87, 0.59, 0.86], [-2.50, -4.13, -0.20], [-0.68, -4.81, -0.56], [3.45, -4.08, 0.24], [2.86, -1.69, 0.62], [-5.92, 4.10, 3.63], [-4.89, 3.70, 2.61], [-3.55, 3.99, 2.78], [-2.58, 3.62, 1.86], [-1.15, 4.01, 2.11], [-2.97, 2.91, 0.71], [-1.69, 2.38, -0.63], [-4.33, 2.63, 0.50], [-4.87, 1.95, -0.74], [-5.26, 3.03, 1.45], [-5.46, 4.65, 4.45], [-6.42, 3.23, 4.05], [-6.69, 4.74, 3.19], [-3.24, 4.53, 3.67], [-1.10, 4.73, 2.93], [-0.70, 4.45, 1.22], [-0.54, 3.15, 2.37], [-4.09, 1.43, -1.29], [-5.31, 2.70, -1.41], [-5.65, 1.25, -0.48], [-6.31, 2.81, 1.27], [-1.60, -5.29, 2.93], [-1.25, -3.84, 3.18], [0.08, -3.44, 3.25], [0.42, -2.10, 3.40], [1.86, -1.67, 3.53], [-0.60, -1.15, 3.46], [-1.94, -1.54, 3.52], [-3.01, -0.54, 3.82], [-2.24, -2.89, 3.35], [-0.28, 0.32, 3.50], [-0.15, 0.89, 4.56], [-0.23, 0.93, 2.34], [-0.71, -5.89, 2.78], [-2.23, -5.38, 2.04], [-2.16, -5.71, 3.77], [0.87, -4.18, 3.17], [2.54, -2.51, 3.38], [2.04, -1.25, 4.53], [2.11, -0.89, 2.81], [-2.84, 0.42, 3.34], [-3.03, -0.34, 4.90], [-3.99, -0.91, 3.52], [-3.29, -3.19, 3.35], [0.41, 0.30, -1.51], [1.45, 0.17, -2.74], [2.44, 1.75, -2.97], [3.65, 1.75, -3.67], [4.38, 2.92, -3.85], [3.90, 4.11, -3.32], [2.70, 4.14, -2.64], [1.97, 2.96, -2.48], [0.40, -0.14, -4.27], [0.94, -0.59, -5.48], [0.15, -0.75, -6.61], [-1.20, -0.46, -6.55], [-1.76, -0.01, -5.36], [-0.97, 0.14, -4.23], [2.67, -1.25, -2.60], [2.34, -2.53, -3.06], [3.23, -3.59, -2.98], [4.49, -3.39, -2.43], [4.84, -2.14, -1.94], [3.93, -1.09, -2.02], [4.04, 0.82, -4.07], [5.32, 2.89, -4.38], [4.48, 5.02, -3.44], [2.32, 5.06, -2.22], [1.03, 3.01, -1.93], [2.00, -0.83, -5.54], [0.59, -1.10, -7.53], [-1.82, -0.58, -7.43], [-2.82, 0.21, -5.31], [-1.41, 0.48, -3.30], [1.36, -2.69, -3.51], [2.95, -4.57, -3.35], [5.19, -4.21, -2.36], [5.81, -1.98, -1.49], [4.22, -0.12, -1.63]], "lowdin_charge": [1.061, 0.639, -0.709, -0.711, 0.635, -0.581, 0.724, -0.349, -0.212, -0.372, -0.241, -0.598, 0.710, 0.756, -0.669, -0.088, -0.143, 0.101, -0.173, -0.063, -0.198, -0.058, -0.676, 0.748, -0.093, -0.115, 0.139, 0.109, 0.054, 0.094, 0.099, 0.110, 0.057, -0.059, -0.279, -0.015, -0.273, -0.064, -0.493, 0.856, -0.315, -0.091, -0.033, 0.070, 0.076, 0.075, 0.113, 0.081, 0.063, 0.057, 0.022, 0.085, 0.069, 0.116, -0.045, -0.272, -0.014, -0.204, -0.018, -0.071, -0.207, -0.020, -0.018, -0.563, 0.114, -0.132, 0.073, 0.068, 0.079, 0.117, 0.080, 0.096, 0.065, 0.078, 0.095, 0.075, 0.121, -0.417, 0.509, -0.200, -0.101, -0.091, -0.088, -0.088, -0.078, -0.209, -0.100, -0.099, -0.106, -0.091, -0.076, -0.210, -0.096, -0.104, -0.104, -0.094, -0.112, 0.097, 0.096, 0.098, 0.084, 0.072, 0.102, 0.095, 0.094, 0.097, 0.081, 0.105, 0.097, 0.101, 0.096, 0.093]}

(Q)
{"formula": "C53H43Br2Cl4N2O5SeSiSn", "method": "ωB97M-V/def2-TZVPD", "charge": -1, "homo_lumo_gap_ev": 7.088, "elements": ["Sn", "Cl", "C", "C", "Cl", "C", "Cl", "C", "O", "C", "O", "C", "Cl", "Br", "C", "C", "C", "N", "C", "C", "C", "C", "C", "Br", "C", "C", "N", "H", "H", "H", "H", "H", "H", "C", "C", "C", "C", "C", "C", "Se", "C", "C", "C", "H", "H", "H", "H", "H", "H", "H", "H", "H", "H", "H", "C", "C", "C", "C", "C", "C", "C", "C", "C", "C", "O", "O", "H", "H", "H", "H", "H", "H", "H", "H", "H", "H", "H", "O", "Si", "C", "C", "C", "C", "C", "C", "C", "C", "C", "C", "C", "C", "C", "C", "C", "C", "C", "C", "H", "H", "H", "H", "H", "H", "H", "H", "H", "H", "H", "H", "H", "H", "H"], "xyz": [[-0.59, 0.33, -0.04], [4.01, -5.17, -1.19], [3.18, -4.00, -0.22], [3.37, -3.98, 1.16], [4.40, -5.15, 1.92], [2.75, -2.99, 1.90], [3.01, -2.89, 3.61], [1.93, -2.06, 1.31], [1.40, -1.00, 1.98], [1.63, -2.10, -0.08], [0.82, -1.30, -0.66], [2.34, -3.08, -0.83], [2.12, -3.06, -2.54], [-1.95, 7.02, 3.65], [-1.46, 5.53, 2.58], [-0.29, 4.85, 2.83], [-0.01, 3.75, 2.03], [-0.80, 3.34, 1.05], [-1.92, 4.01, 0.82], [-2.30, 5.12, 1.56], [-2.78, 3.49, -0.29], [-3.52, 4.37, -1.07], [-4.30, 3.83, -2.07], [-5.34, 4.97, -3.17], [-4.33, 2.46, -2.28], [-3.54, 1.68, -1.44], [-2.79, 2.18, -0.47], [0.39, 5.16, 3.62], [0.89, 3.17, 2.20], [-3.23, 5.63, 1.37], [-3.47, 5.44, -0.93], [-4.92, 2.02, -3.07], [-3.53, 0.61, -1.55], [1.99, 0.48, 8.86], [1.58, 0.11, 7.46], [0.44, -0.65, 7.22], [0.06, -1.02, 5.94], [-1.18, -1.85, 5.74], [0.86, -0.62, 4.85], [0.11, -1.31, 3.21], [1.98, 0.19, 5.05], [2.87, 0.77, 3.98], [2.31, 0.52, 6.37], [1.42, -0.09, 9.60], [1.82, 1.54, 9.05], [3.05, 0.28, 9.02], [-0.18, -0.97, 8.06], [-1.71, -1.96, 6.68], [-0.93, -2.84, 5.36], [-1.86, -1.39, 5.02], [2.53, 0.57, 2.98], [3.88, 0.37, 4.07], [2.94, 1.85, 4.11], [3.20, 1.13, 6.53], [1.45, -6.24, 0.69], [0.38, -5.18, 0.62], [-0.29, -4.76, 1.77], [-1.31, -3.82, 1.72], [-2.05, -3.45, 2.97], [-1.64, -3.25, 0.49], [-0.99, -3.65, -0.68], [-1.34, -3.04, -2.00], [0.00, -4.62, -0.59], [-2.71, -2.19, 0.43], [-3.89, -2.49, 0.40], [-2.25, -0.98, 0.51], [2.07, -6.11, 1.57], [2.09, -6.20, -0.19], [1.01, -7.24, 0.74], [-0.01, -5.18, 2.73], [-1.40, -3.53, 3.85], [-2.90, -4.12, 3.12], [-2.45, -2.43, 2.93], [-0.96, -2.02, -2.06], [-2.43, -3.00, -2.14], [-0.90, -3.60, -2.82], [0.52, -4.93, -1.50], [-0.64, 1.02, -1.97], [-0.01, 1.32, -3.42], [1.82, 0.89, -3.58], [2.40, 0.68, -4.84], [3.73, 0.31, -4.96], [4.51, 0.13, -3.83], [3.95, 0.34, -2.57], [2.62, 0.72, -2.46], [-0.93, 0.39, -4.77], [-1.30, 0.96, -5.99], [-1.97, 0.22, -6.96], [-2.29, -1.11, -6.72], [-1.93, -1.69, -5.51], [-1.26, -0.95, -4.55], [-0.17, 3.17, -3.75], [-1.43, 3.75, -3.98], [-1.60, 5.12, -4.04], [-0.50, 5.96, -3.87], [0.75, 5.42, -3.66], [0.91, 4.04, -3.60], [1.80, 0.80, -5.73], [4.16, 0.15, -5.94], [5.54, -0.18, -3.92], [4.55, 0.19, -1.68], [2.20, 0.86, -1.47], [-1.06, 2.00, -6.19], [-2.24, 0.68, -7.90], [-2.81, -1.69, -7.47], [-2.18, -2.73, -5.31], [-0.99, -1.41, -3.61], [-2.29, 3.10, -4.10], [-2.58, 5.54, -4.22], [-0.63, 7.03, -3.91], [1.61, 6.07, -3.53], [1.90, 3.62, -3.43]], "lowdin_charge": [1.345, 0.690, -0.710, -0.721, 0.669, -0.589, 0.748, -0.336, -0.493, -0.391, -0.256, -0.592, 0.761, 0.740, -0.681, -0.102, -0.113, 0.099, -0.207, -0.062, -0.205, -0.066, -0.683, 0.757, -0.096, -0.109, 0.098, 0.100, 0.111, 0.106, 0.109, 0.109, 0.119, -0.058, -0.277, -0.022, -0.301, -0.097, -0.379, 1.223, -0.268, -0.051, -0.027, 0.070, 0.077, 0.075, 0.112, 0.084, 0.060, 0.071, 0.051, 0.083, 0.078, 0.121, -0.074, -0.255, -0.006, -0.238, -0.103, -0.072, -0.197, -0.049, -0.037, -0.631, 0.068, -0.233, 0.035, 0.017, 0.084, 0.125, 0.019, 0.097, 0.062, 0.034, 0.100, 0.077, 0.098, -0.474, 0.466, -0.223, -0.088, -0.096, -0.102, -0.091, -0.097, -0.209, -0.102, -0.100, -0.104, -0.080, -0.074, -0.201, -0.102, -0.103, -0.101, -0.095, -0.082, 0.099, 0.095, 0.096, 0.102, 0.086, 0.095, 0.094, 0.094, 0.100, 0.056, 0.095, 0.065, 0.094, 0.095, 0.097]}

The data favor (P); the next most stable structure lies 297.9 kJ/mol above it.

(P)
{"formula": "CH4N2OS", "method": "ωB97M-V/def2-TZVPD", "charge": 0, "homo_lumo_gap_ev": 10.252, "elements": ["C", "N", "N", "O", "S", "H", "H", "H", "H"], "xyz": [[-3.04, -0.54, -0.28], [-2.71, -1.67, -0.50], [0.21, 0.30, -0.25], [0.05, 0.95, 1.02], [-3.14, 1.03, 0.01], [-0.83, 1.21, 0.90], [-2.96, -2.60, -0.71], [1.21, 0.36, -0.35], [0.14, -0.79, -0.09]], "nbo_charge": [0.279, -0.664, -0.526, -0.592, -0.049, 0.464, 0.440, 0.335, 0.311]}

(Q)
{"formula": "CH4N2OS", "method": "ωB97M-V/def2-TZVPD", "charge": 0, "homo_lumo_gap_ev": 9.223, "elements": ["C", "H", "H", "H", "H", "N", "N", "O", "S"], "xyz": [[-0.19, -0.15, 1.03], [0.83, 0.43, -1.57], [1.73, -0.01, 1.30], [-0.61, -0.52, 1.99], [-2.21, 0.58, -1.58], [1.10, 0.29, 0.64], [-1.17, -0.23, 0.21], [1.45, -0.33, -0.67], [-0.92, -0.07, -1.36]], "nbo_charge": [0.228, 0.429, 0.361, 0.218, 0.118, -0.351, -0.667, -0.634, 0.300]}

The data favor (P); the next most stable structure lies 249.3 kJ/mol above it.

(P)
{"formula": "CH4N2OS", "method": "ωB97M-V/def2-TZVPD", "charge": 0, "homo_lumo_gap_ev": 8.171, "elements": ["C", "N", "N", "O", "S", "H", "H", "H", "H"], "xyz": [[1.61, 0.01, -1.51], [-1.58, -0.47, 1.30], [-0.50, -0.95, 1.39], [-0.30, 1.20, -0.10], [0.82, 0.22, -0.04], [1.23, 0.48, -2.43], [-2.22, -0.52, 2.02], [-1.64, 0.53, 0.86], [2.58, -0.48, -1.49]], "nbo_charge": [-0.800, -0.371, -0.175, -0.984, 1.174, 0.224, 0.329, 0.374, 0.230]}

(Q)
{"formula": "CH4N2OS", "method": "ωB97M-V/def2-TZVPD", "charge": 0, "homo_lumo_gap_ev": 9.256, "elements": ["C", "H", "H", "H", "H", "N", "N", "O", "S"], "xyz": [[-0.85, -0.56, -0.16], [2.20, -0.11, 0.09], [0.18, -0.35, -1.84], [-1.36, -1.41, -0.60], [0.11, 1.02, 1.17], [0.15, 0.00, -0.90], [-1.23, -0.31, 1.05], [-0.70, 0.81, 1.67], [1.50, 0.92, -0.49]], "nbo_charge": [0.149, 0.105, 0.401, 0.198, 0.437, -0.795, -0.159, -0.555, 0.220]}

The data favor (Q); the next most stable structure lies 225.8 kJ/mol above it.

(P)
{"formula": "CH4N2OS", "method": "ωB97M-V/def2-TZVPD", "charge": 0, "homo_lumo_gap_ev": 8.561, "elements": ["C", "H", "H", "H", "H", "N", "N", "O", "S"], "xyz": [[0.32, -0.57, -0.07], [-0.52, 0.31, 2.77], [0.87, 1.44, -0.27], [0.30, -1.47, 0.49], [-1.70, -0.19, -2.52], [0.64, 0.60, 0.44], [-0.29, -1.03, -1.20], [-0.52, 0.33, -1.86], [0.89, 0.58, 2.22]], "nbo_charge": [0.184, 0.143, 0.462, 0.190, 0.452, -0.753, -0.206, -0.640, 0.168]}

(Q)
{"formula": "CH4N2OS", "method": "ωB97M-V/def2-TZVPD", "charge": 0, "homo_lumo_gap_ev": 9.688, "elements": ["C", "H", "H", "H", "H", "N", "N", "O", "S"], "xyz": [[-0.55, -1.17, -0.24], [1.45, 0.34, 1.35], [1.33, -1.24, -0.99], [-0.55, -2.30, -0.31], [-0.91, 1.12, -0.17], [0.64, -0.61, -0.60], [-1.56, -0.61, 0.24], [-1.63, 0.76, 0.35], [1.34, 0.72, 0.08]], "nbo_charge": [0.158, 0.090, 0.401, 0.194, 0.448, -0.800, -0.157, -0.537, 0.204]}

The data favor (Q); the next most stable structure lies 365.6 kJ/mol above it.